No. 1
{"formula": "C34H70B2N2O7", "method": "the ωB97M-V functional and the def2-TZVPD basis", "e_tot_ev": -55047.77253, "e_above_lowest_kj_mol": 872.7, "lumo_energy_ev": [0.155, -0.623], "gap_ev": [9.390, 8.812], "spin_multiplicity": 3, "homo_ev": [-9.24, -9.44], "species": ["C", "O", "C", "C", "C", "C", "C", "C", "C", "C", "C", "C", "B", "C", "C", "C", "C", "O", "O", "C", "B", "O", "O", "H", "H", "H", "H", "H", "H", "H", "H", "H", "H", "H", "H", "H", "H", "H", "H", "H", "H", "H", "H", "H", "H", "H", "H", "H", "H", "H", "H", "H", "H", "H", "H", "H", "H", "C", "C", "C", "C", "C", "C", "N", "O", "C", "C", "C", "H", "H", "H", "H", "H", "H", "H", "H", "H", "H", "H", "H", "H", "H", "H", "H", "H", "H", "C", "C", "C", "C", "C", "C", "N", "O", "C", "C", "C", "H", "H", "H", "H", "H", "H", "H", "H", "H", "H", "H", "H", "H", "H", "H", "H", "H", "H"], "positions_angstrom": [[-2.822761, -7.134834, -4.674084], [-1.657214, -6.248752, -4.497815], [-1.716434, -5.631807, -3.149176], [-0.195286, -5.561749, -2.476753], [0.605825, -4.181644, -2.907349], [2.245398, -4.297703, -2.774559], [2.780298, -4.267030, -1.204451], [3.712154, -2.941799, -0.869609], [2.872720, -1.727475, -0.142241], [3.664738, -0.994018, 1.091771], [2.694782, 0.277794, 1.576207], [3.257290, 0.842732, 3.016480], [4.006358, 2.336423, 2.889352], [4.622221, 2.923809, 1.482134], [5.828962, 4.020144, 1.654129], [5.729952, 5.281178, 0.561398], [6.020599, 6.687876, 1.401176], [7.124467, 6.821184, 2.188046], [5.148717, 7.891426, 1.325390], [4.039410, 3.211596, 4.320280], [3.076985, 4.532871, 4.045677], [3.507981, 5.943311, 4.107830], [1.657166, 4.226226, 3.665026], [-2.723689, -8.140991, -4.064696], [-3.767971, -6.556565, -4.280797], [-2.999318, -7.414701, -5.802840], [-2.432845, -6.313149, -2.493598], [-2.197340, -4.550761, -3.256704], [-0.232166, -5.574636, -1.293392], [0.375693, -6.529076, -2.828319], [0.355184, -4.014548, -4.058230], [0.169674, -3.305315, -2.244285], [2.695048, -3.399075, -3.399377], [2.560544, -5.330665, -3.260948], [3.501547, -5.204993, -1.086814], [1.875267, -4.362974, -0.443173], [4.545969, -3.282175, -0.091936], [4.186023, -2.581889, -1.888300], [2.652079, -0.917129, -0.990214], [1.808462, -2.116604, 0.219067], [4.696657, -0.515777, 0.806355], [3.785394, -1.668947, 2.060856], [2.606885, 1.088420, 0.733423], [1.639436, -0.215011, 1.790801], [3.965788, 0.084002, 3.564469], [2.293102, 1.051343, 3.683951], [3.732287, 3.347501, 0.825887], [5.079428, 2.006764, 0.882467], [5.901443, 4.522447, 2.708848], [6.855783, 3.437496, 1.497143], [4.699233, 5.275697, 0.006426], [6.619612, 5.145005, -0.189701], [4.405186, 7.837036, 2.009025], [3.722403, 2.568474, 5.245262], [5.180306, 3.502087, 4.500161], [3.350691, 6.289059, 3.159099], [1.546886, 4.655082, 2.745032], [0.382066, 10.995791, 3.685427], [1.620009, 10.646148, 2.804405], [2.380633, 11.931579, 2.358163], [1.778938, 12.666914, 1.169240], [1.498268, 11.704554, 0.022122], [0.604697, 10.517580, 0.462338], [1.164900, 9.792059, 1.656494], [2.269648, 9.042059, 1.214250], [-0.819158, 11.061207, 0.758329], [0.383689, 9.569761, -0.758227], [2.579717, 9.906644, 3.802548], [-0.568067, 10.694172, 3.242757], [0.399532, 10.466889, 4.645885], [0.322760, 12.067006, 3.904008], [3.411916, 11.666504, 2.087651], [2.464730, 12.630926, 3.199532], [0.868173, 13.194571, 1.469891], [2.478538, 13.439649, 0.828815], [1.022457, 12.256080, -0.799935], [2.452334, 11.336625, -0.377142], [-1.487812, 10.261830, 1.097608], [-1.269983, 11.493326, -0.147966], [-0.839208, 11.861536, 1.500808], [1.323524, 9.200906, -1.183592], [-0.135024, 10.090746, -1.572535], [-0.231213, 8.704720, -0.479163], [2.156633, 8.950888, 4.132423], [2.753289, 10.518829, 4.697022], [3.567711, 9.709862, 3.368616], [-5.677208, -12.367278, -2.125842], [-5.283202, -11.089529, -1.323928], [-6.247728, -10.853386, -0.122286], [-7.573422, -10.191237, -0.469247], [-7.351503, -8.945180, -1.317120], [-6.521234, -9.246627, -2.590284], [-5.217150, -9.929114, -2.274383], [-4.360480, -8.963693, -1.715251], [-7.386747, -10.113304, -3.544360], [-6.319127, -7.920750, -3.389151], [-3.897746, -11.469789, -0.691388], [-5.966265, -12.163378, -3.157614], [-4.836677, -13.064476, -2.225561], [-6.499127, -12.913067, -1.651120], [-5.750754, -10.214792, 0.620815], [-6.450915, -11.802256, 0.389984], [-8.230685, -10.901510, -0.980935], [-8.091713, -9.910694, 0.455480], [-8.326406, -8.518794, -1.589360], [-6.851109, -8.182193, -0.706807], [-6.835161, -10.375198, -4.454514], [-8.287727, -9.566532, -3.861558], [-7.753620, -11.035808, -3.089836], [-5.834048, -7.138266, -2.795270], [-7.281630, -7.504935, -3.712065], [-5.717545, -8.091779, -4.290885], [-3.127774, -11.600415, -1.460390], [-3.973061, -12.412472, -0.134018], [-3.540943, -10.718102, 0.023321]], "atomic_forces_ev_per_a": [[-0.817, -0.086, 0.138], [-1.254, -0.519, 1.270], [0.046, -0.176, 0.674], [-0.081, 0.278, -0.022], [-0.194, -0.771, -0.607], [-0.828, -0.028, 0.225], [0.781, -0.244, -0.518], [-0.421, -0.477, 0.721], [0.211, 0.237, -0.827], [-1.397, 1.189, 0.183], [0.399, -1.753, 0.851], [-0.997, 1.120, -0.676], [-0.549, -0.595, 1.092], [0.634, -0.211, -0.444], [0.506, 0.280, -0.205], [0.571, 0.196, 0.795], [4.950, 1.549, 4.062], [-7.280, -1.225, -5.404], [0.485, -3.245, 0.797], [1.189, 0.287, 0.109], [-0.935, 0.110, 0.242], [-0.774, -2.343, -2.873], [3.065, 1.496, -1.818], [-0.084, 2.028, -1.045], [1.622, -1.252, -0.840], [0.688, 0.803, 2.177], [1.576, 1.520, -1.103], [1.032, -2.160, 0.313], [-0.225, -0.147, -2.432], [-1.068, 1.966, 0.614], [0.480, -0.088, 2.477], [0.988, -1.622, -1.502], [-0.710, -1.929, 1.347], [-0.590, 2.265, 0.863], [-1.714, 1.900, -0.056], [1.946, 0.196, -1.594], [-1.587, 0.746, -1.863], [-0.732, -0.678, 2.249], [0.390, -1.558, 1.967], [2.359, 0.782, -0.582], [-1.826, -1.268, 0.318], [-0.165, 1.156, -2.278], [0.179, -1.543, 1.706], [2.018, 1.214, -0.675], [-1.441, 1.313, -1.014], [2.178, -0.556, -1.060], [1.718, -0.786, 1.231], [-1.166, 1.854, 1.010], [-0.359, -1.179, -1.949], [-2.215, 1.463, 0.310], [2.052, 0.280, 1.104], [-1.866, 0.578, 1.313], [1.420, 0.065, -1.321], [0.294, 1.130, -1.849], [-2.404, -0.268, -0.238], [0.034, -0.392, 2.345], [-0.248, -0.746, 2.216], [-0.465, 0.005, -0.019], [-0.139, 0.429, 2.017], [0.160, -0.133, -0.403], [-0.080, 0.076, -0.001], [0.218, -0.061, 0.213], [-1.542, 0.370, -1.243], [4.706, -0.947, -1.927], [-3.178, 1.422, 1.264], [-0.095, 0.181, 0.254], [0.590, -0.299, 0.385], [0.068, -0.379, -0.880], [0.172, 0.103, -0.126], [0.247, 0.126, -0.193], [0.024, -0.122, -0.071], [-0.183, -0.215, 0.064], [-0.109, -0.360, 0.052], [-0.014, -0.059, -0.058], [-0.099, -0.083, 0.094], [-0.129, -0.317, 0.142], [-0.139, -0.173, 0.144], [0.170, 0.075, -0.010], [0.356, -0.244, 0.131], [0.051, -0.164, -0.009], [-0.111, 0.035, 0.301], [0.050, 0.142, 0.401], [0.156, 0.164, 0.032], [-0.019, 0.154, -0.096], [-0.296, 0.061, -0.322], [-0.262, 0.039, -0.045], [-0.197, -0.124, -0.404], [0.417, -1.944, 0.339], [0.007, 0.421, 0.008], [-0.091, -0.042, -0.029], [0.207, -0.109, 0.163], [-1.372, 0.504, -1.317], [1.758, 3.463, 3.336], [-1.971, -2.544, -1.903], [-0.093, -0.296, 0.034], [0.598, -0.105, 0.426], [-0.015, 0.927, -0.167], [-0.073, 0.137, 0.183], [-0.091, 0.209, 0.250], [0.078, 0.102, -0.046], [0.135, -0.045, -0.250], [0.273, 0.031, -0.246], [0.023, 0.067, -0.048], [0.063, -0.090, -0.110], [0.268, -0.067, -0.233], [0.150, -0.114, -0.181], [0.001, 0.039, 0.184], [0.384, 0.064, 0.212], [0.150, 0.072, -0.032], [0.060, -0.311, -0.037], [0.058, -0.385, 0.163], [-0.067, -0.037, 0.221], [-0.198, 0.074, 0.053], [-0.326, 0.151, -0.283], [-0.128, -0.031, -0.306]], "lowdin_charge": [-0.136, -0.271, -0.212, -0.175, -0.228, -0.213, -0.212, -0.218, -0.230, -0.218, -0.230, -0.145, -0.247, -0.136, -0.185, -0.081, -0.248, -0.034, -0.041, -0.044, -0.447, 0.046, 0.022, 0.102, 0.084, 0.103, 0.121, 0.136, 0.111, 0.120, 0.119, 0.116, 0.107, 0.112, 0.108, 0.108, 0.112, 0.108, 0.120, 0.114, 0.112, 0.121, 0.109, 0.114, 0.117, 0.121, 0.121, 0.116, 0.099, 0.133, 0.116, 0.127, 0.082, 0.111, 0.113, 0.105, 0.123, -0.032, -0.453, -0.140, -0.189, -0.140, -0.477, -0.015, -0.045, -0.052, -0.046, -0.046, 0.061, 0.079, 0.087, 0.123, 0.122, 0.105, 0.116, 0.124, 0.126, 0.090, 0.091, 0.063, 0.076, 0.084, 0.086, 0.085, 0.093, 0.068, -0.034, -0.458, -0.144, -0.190, -0.142, -0.476, -0.022, -0.042, -0.052, -0.048, -0.054, 0.060, 0.077, 0.086, 0.121, 0.121, 0.105, 0.115, 0.124, 0.124, 0.091, 0.090, 0.062, 0.074, 0.085, 0.078, 0.087, 0.088, 0.074]}

---

No. 2
{"formula": "CH6S3", "method": "the ωB97M-V functional and the def2-TZVPD basis", "e_tot_ev": -33639.39577, "e_above_lowest_kj_mol": 48.2, "lumo_energy_ev": 0.190, "gap_ev": 9.229, "spin_multiplicity": 1, "smiles": "CS.SS", "homo_ev": -9.04, "species": ["C", "S", "H", "H", "H", "H", "S", "S", "H", "H"], "positions_angstrom": [[1.417095, 0.247292, -0.921036], [2.219040, 1.387626, -2.052003], [1.121994, 0.851015, -0.057109], [2.066493, -0.514649, -0.493325], [0.482247, -0.237218, -1.199292], [1.537269, 1.027565, -3.147620], [-1.842919, 0.252692, 1.389267], [-1.240284, -1.715633, 1.206020], [-0.705381, 0.949062, 1.511899], [-0.392036, -1.774952, 2.240896]], "atomic_forces_ev_per_a": [[-0.476, 0.032, 1.628], [-0.163, -0.215, -0.457], [0.055, 0.027, -0.026], [0.266, -0.057, -0.450], [0.196, 0.159, -0.671], [0.131, 0.040, -0.025], [-0.608, 0.195, 0.351], [0.463, 0.147, -0.283], [0.305, -0.279, -0.281], [-0.169, -0.048, 0.215]], "nbo_charge": [-0.758, -0.031, 0.206, 0.215, 0.239, 0.125, -0.133, -0.123, 0.128, 0.132]}

---

No. 3
{"formula": "C14H30F6KN3O5P", "method": "the ωB97M-V functional and the def2-TZVPD basis", "e_tot_ev": -71629.21355, "lumo_energy_ev": [-0.298, -3.335], "gap_ev": [6.443, 3.404], "spin_multiplicity": 2, "homo_ev": [-6.74, -6.74], "species": ["K", "C", "O", "O", "C", "F", "F", "F", "C", "C", "H", "H", "H", "H", "H", "H", "C", "O", "O", "C", "F", "F", "F", "C", "C", "H", "H", "H", "H", "H", "H", "O", "P", "N", "C", "C", "N", "C", "C", "N", "C", "C", "H", "H", "H", "H", "H", "H", "H", "H", "H", "H", "H", "H", "H", "H", "H", "H", "H", "H"], "positions_angstrom": [[-0.927989, 0.774553, 2.279876], [0.419311, -3.153687, 1.846106], [0.453161, -3.888857, 3.028696], [-0.036329, -1.920237, 2.241516], [1.777591, -3.164537, 1.034386], [1.713321, -2.362427, -0.029184], [2.956691, -2.915267, 1.668696], [1.985071, -4.379357, 0.567836], [0.533431, -5.337527, 2.943256], [0.250781, -5.863357, 4.319246], [0.559271, -6.903547, 4.423856], [0.809321, -5.276667, 5.048576], [-0.830489, -5.891547, 4.454046], [1.545311, -5.694877, 2.752206], [-0.114959, -5.781657, 2.187986], [-0.368059, -3.560057, 1.211286], [0.803231, 3.715343, 3.170036], [1.540941, 2.704893, 2.547746], [-0.196339, 3.038153, 3.941026], [1.732631, 4.772703, 3.915226], [2.266001, 4.261313, 4.987226], [2.649651, 5.213873, 3.137846], [0.963241, 5.848703, 4.227486], [2.222951, 2.832283, 1.298096], [2.756341, 1.411453, 0.914806], [3.540861, 1.088273, 1.599046], [1.912011, 0.722113, 0.911596], [3.047851, 1.396203, -0.135374], [3.044111, 3.546703, 1.239776], [1.533881, 3.187983, 0.532086], [0.293421, 4.265483, 2.379126], [-0.671209, 1.046953, -0.498034], [-1.172319, 0.703373, -1.852214], [-1.870079, 2.017983, -2.747164], [-1.584449, 3.395753, -2.409594], [-2.674869, 1.862983, -3.925634], [-2.244699, -0.639597, -1.851164], [-3.494839, -0.368637, -1.127164], [-1.674139, -1.972317, -1.657164], [0.078231, 0.194593, -2.924484], [1.381551, 0.751723, -2.603964], [-0.205739, -0.167857, -4.344674], [-0.513299, 3.589533, -2.466074], [-1.778459, 3.570373, -1.351304], [-1.977949, 4.097933, -3.144584], [-3.557919, 2.492033, -3.813234], [-2.995089, 0.826023, -4.027004], [-2.109599, 2.134563, -4.817154], [-4.008759, -1.302837, -0.900764], [-3.409009, 0.100583, -0.147074], [-4.188789, 0.281063, -1.660494], [-0.942069, -2.190927, -2.434594], [-1.161239, -2.049247, -0.698454], [-2.398809, -2.760967, -1.454694], [1.791961, 0.060353, -1.867974], [2.027181, 0.674473, -3.478774], [1.348981, 1.806313, -2.330364], [-1.176809, -0.646607, -4.470874], [0.534591, -0.906417, -4.652164], [-0.188559, 0.712383, -4.987304]], "atomic_forces_ev_per_a": [[0.593, -1.059, -0.281], [-1.485, 3.392, 1.294], [0.821, -2.555, 0.254], [0.969, 0.223, -1.210], [-0.126, -0.056, 1.200], [-0.074, 0.704, -0.330], [-0.723, 0.894, 0.436], [-0.168, -1.959, -1.034], [0.986, 0.648, 0.445], [-0.748, -0.512, 0.011], [0.222, -0.082, -0.154], [-0.406, 0.064, 0.102], [0.009, 0.448, 0.662], [0.297, 0.430, -0.645], [-0.255, 0.290, -0.160], [0.258, -0.892, -0.943], [-0.032, -1.611, -0.094], [0.578, -0.250, 0.781], [1.676, 2.065, -0.982], [-3.266, -0.686, 0.300], [0.395, -0.289, 1.075], [1.854, 0.430, -1.665], [0.000, -0.412, 0.398], [0.374, -0.840, -1.191], [-1.196, 1.033, 0.126], [-0.073, -0.050, -0.225], [0.055, -0.221, 0.419], [0.523, 0.274, 0.139], [0.099, 0.115, 0.857], [-0.458, -0.150, -0.090], [-0.704, 0.515, 0.059], [-0.128, 0.776, -0.260], [0.279, -1.023, -2.669], [-0.117, -1.295, 1.711], [1.562, -0.282, 0.680], [-0.185, -0.578, 0.029], [-0.414, 1.787, -0.356], [-0.366, -0.216, 0.237], [0.887, -0.013, 1.192], [-1.869, -0.201, 0.496], [0.229, -0.967, -0.547], [0.178, 0.262, 1.169], [0.419, -0.037, -0.164], [-0.709, 0.533, -0.160], [-0.689, -0.145, 0.437], [-0.153, 0.019, -0.329], [-0.055, 0.035, -0.045], [-0.143, 0.132, -0.239], [0.034, -0.088, -0.365], [0.622, 0.126, 0.245], [0.133, -0.084, -0.428], [-0.369, -0.227, -0.012], [0.662, 0.411, 0.187], [-0.585, 0.227, -1.085], [0.454, 0.727, 0.449], [-0.039, 0.018, -0.130], [0.104, -0.063, 0.384], [-0.051, 0.072, 0.355], [0.131, 0.176, -0.147], [0.183, 0.018, -0.189]], "nbo_charge": [0.967, 0.318, -0.538, -0.992, 0.915, -0.340, -0.344, -0.344, -0.074, -0.617, 0.197, 0.220, 0.199, 0.160, 0.161, 0.102, 0.217, -0.551, -0.233, 0.954, -0.292, -0.293, -0.331, -0.070, -0.622, 0.225, 0.232, 0.218, 0.180, 0.167, 0.208, -1.156, 2.401, -0.805, -0.409, -0.399, -0.794, -0.415, -0.427, -0.806, -0.417, -0.409, 0.182, 0.205, 0.213, 0.190, 0.218, 0.180, 0.215, 0.175, 0.201, 0.218, 0.216, 0.211, 0.223, 0.201, 0.186, 0.215, 0.207, 0.180]}

---

No. 4
{"formula": "C2H4NPS", "method": "the ωB97M-V functional and the def2-TZVPD basis", "e_tot_ev": -23751.46908, "e_above_lowest_kj_mol": 112.7, "lumo_energy_ev": -0.249, "gap_ev": 8.485, "spin_multiplicity": 1, "smiles": "S=PN1CC1", "homo_ev": -8.73, "species": ["S", "P", "N", "C", "C", "H", "H", "H", "H"], "positions_angstrom": [[-3.944726, 0.692168, 0.077230], [-2.883730, -0.927300, -0.132979], [-1.308700, -0.502837, 0.111372], [-0.379044, 0.621677, -0.104277], [0.137944, -0.756100, 0.134738], [-0.384590, 1.210644, 0.715877], [-0.585224, 0.937034, -1.138567], [0.530162, -1.252472, -0.716284], [0.553499, -0.700578, 1.129880]], "atomic_forces_ev_per_a": [[0.419, -0.628, -0.332], [0.064, 0.582, 0.522], [1.100, -0.080, 0.264], [-2.210, -2.420, -3.019], [-1.516, 1.384, -0.006], [0.311, 2.570, 1.960], [0.833, 0.631, 0.733], [0.659, -0.746, -0.131], [0.340, -1.293, 0.009]], "nbo_charge": [-0.519, 0.886, -0.785, -0.223, -0.220, 0.206, 0.219, 0.218, 0.219]}